C5H11NO | ωB97M-V/def2-TZVPD

Last column: Mulliken charge in e.
Geometry (Å):
C 1.03032 -0.51771 2.19436  -1.148
H -1.63522 -1.04998 0.00121  0.304
C 0.18497 -1.24889 1.15567  -0.266
H 0.44656 -0.29631 3.09699  0.300
H -1.71550 -0.31915 1.61306  0.400
H 0.57420 1.94516 -2.76149  0.383
N -0.82076 0.84279 0.19202  0.203
H -0.14236 -2.21783 1.55473  0.293
C 0.25305 0.93465 -3.04226  -0.556
H -0.92971 1.63910 0.79573  0.304
H 0.77967 -1.45608 0.25878  0.268
H 1.89266 -1.12082 2.49671  0.342
H -0.52304 1.02311 -3.80254  0.223
H 1.11316 0.35467 -3.36731  0.223
C -1.06903 -0.48110 0.74331  -0.747
H 1.40831 0.42970 1.79512  0.303
C -0.55169 1.26705 -1.03077  -0.659
O -0.29559 0.27162 -1.89330  -0.170

Forces on the atoms, in the same order (eV/Å):
C 0.02 0.04 0.03
H 0.06 -0.01 0.10
C 0.02 -0.05 -0.05
H 0.07 -0.04 -0.13
H 0.05 -0.18 -0.08
H -0.07 -0.41 -0.13
N -0.13 0.39 -0.09
H 0.07 0.12 -0.07
C 0.16 -0.07 -0.56
H -0.17 -0.20 0.28
H -0.05 0.03 0.12
H -0.13 0.10 -0.05
H 0.16 -0.19 -0.18
H -0.10 -0.10 -0.27
C -0.12 -0.21 0.01
H -0.05 -0.13 0.06
C 0.11 0.02 0.69
O 0.11 0.88 0.34

Values from the calculation:
**Calculated total energy**: -327.0344 Ha
**Frontier orbital gap**: 9.247 eV
**Energy above the lowest of the compared OMol25 structures with the same formula, charge and spin**: 254.6 kJ/mol